The following is a quantum chemistry calculation of a single C6H8N2O3S molecule, from OMol25.

Geometry as XYZ:
```
20
C6H8N2O3S the ωB97M-V functional and the def2-TZVPD basis
H 2.32 2.85 -0.39
N 1.98 1.90 -0.36
C 0.78 1.71 -0.23
C -0.46 2.55 -0.26
O -1.65 2.03 0.32
C 0.80 -0.10 -0.20
O 0.89 -0.39 -1.62
O 1.98 -0.38 0.48
C -0.17 -1.25 0.25
N -1.32 -1.10 0.71
C -1.88 -2.31 1.07
C -1.10 -3.39 0.75
S 0.34 -2.91 0.06
H -0.53 2.97 -1.34
H -0.33 3.44 0.51
H -1.86 1.13 0.04
H 1.58 0.10 -2.06
H 2.76 -0.12 -0.03
H -2.86 -2.32 1.45
H -1.28 -4.44 0.86
```

As for the SMILES: [H]/N=C(\CO)C(O)(O)c1nccs1. The HOMO energy is -9.12 eV.

***

The following is a quantum chemistry calculation of a 2-piece molecular cluster, C3H8NO2PS overall, from OMol25.

Geometry as XYZ:
```
16
C3H8NO2PS the ωB97M-V functional and the def2-TZVPD basis
C 0.00 0.40 0.92
C 1.04 0.18 -0.18
C 0.33 0.64 2.37
N -0.43 0.36 -2.44
O 0.43 1.40 0.03
O -2.00 -1.16 -0.23
P 0.39 -0.77 -1.61
S 1.34 -2.30 -2.33
H -0.84 -0.12 0.62
H 2.25 0.18 -0.07
H 0.06 -0.33 3.06
H -0.30 1.45 2.62
H 1.44 0.84 2.53
H -1.05 0.11 -3.22
H -0.68 1.23 -1.99
H -1.97 -2.11 -0.07
```

The HOMO energy (spin up / spin down) is -8.62 / -8.62 eV.

***

no.,molecular weight (g mol⁻¹),DFT total energy (hartree)
1,188.208,-966.75729
2,153.143,-1063.75431